Entry 1:
# C38H60Br6N2O22

A structure of composition C38H60Br6N2O22 in a non-equilibrium geometry (wB97M-V/def2-TZVPD, the OMol25 dataset).

Geometry as ORCA input:
```
! RIJCOSX wB97M-V def2-TZVPD def2/J DEFGRID3
* xyz 0 1
C 6.6322 4.3058 -3.5431
C 5.8026 3.2167 -3.2774
C 4.4926 3.1107 -3.7889
C 4.0082 4.2078 -4.5510
C 4.8247 5.3292 -4.7834
C 6.1793 5.3363 -4.3537
N 2.6402 4.1848 -5.1258
O 2.4452 4.8113 -6.1576
O 1.7545 3.5881 -4.5632
H 7.6261 4.2454 -3.1249
H 6.2798 2.3473 -2.8499
H 3.9505 2.2349 -3.4640
H 4.3662 6.1411 -5.3283
H 6.7709 6.2138 -4.5694
C -0.3862 -3.1199 4.7925
C 0.8180 -3.4942 4.1171
C 1.4521 -2.6280 3.2146
C 0.9182 -1.3605 2.9875
C -0.2617 -0.9757 3.6346
C -0.9002 -1.8098 4.5234
N 1.5445 -0.4770 2.0399
O 1.0642 0.6574 1.8824
O 2.6917 -0.7851 1.6312
H -0.8823 -3.8066 5.4623
H 1.1375 -4.5146 4.2692
H 2.3656 -3.0093 2.7826
H -0.6793 0.0023 3.4461
H -1.9083 -1.5270 4.7883
C 5.1892 2.2724 3.0665
C 3.7061 2.7343 3.3597
O 3.6994 3.5439 4.5269
C 4.0134 4.7758 4.4718
O 4.4025 5.3669 3.4944
O 3.8067 5.2433 5.6548
C 4.2558 6.5521 6.0434
H 5.8296 3.1521 3.0015
H 5.2512 1.6755 2.1566
H 5.4650 1.5120 3.7972
H 3.1420 1.8168 3.5272
H 3.3115 3.2975 2.5139
H 5.3331 6.6238 5.8933
H 3.9836 6.7673 7.0767
H 3.8658 7.3897 5.4651
C -5.9892 -3.5998 4.0115
C -6.1885 -4.7729 2.9870
O -5.1472 -4.7832 1.9538
C -5.3474 -3.9687 0.8270
O -6.2050 -3.0973 0.7118
O -4.6143 -4.4205 -0.1622
C -4.7587 -3.7906 -1.4441
H -5.2996 -3.9892 4.7605
H -6.8783 -3.3286 4.5808
H -5.5647 -2.6903 3.5863
H -7.1182 -4.8035 2.4189
H -6.1679 -5.7407 3.4881
H -3.7899 -3.7203 -1.9386
H -5.2252 -2.8073 -1.5034
H -5.2583 -4.4152 -2.1846
C -1.7290 3.3705 -5.0969
C -1.5795 2.8877 -3.6851
O -1.9210 4.1060 -3.0468
C -2.8229 4.0733 -1.9986
O -3.4978 3.1059 -1.7210
O -2.9700 5.3649 -1.4957
C -3.8968 5.6145 -0.4223
H -1.0634 4.1743 -5.4116
H -2.7036 3.8241 -5.2777
H -1.8125 2.5896 -5.8528
H -0.5695 2.5116 -3.5222
H -2.1948 1.9990 -3.5449
H -3.5113 5.5438 0.5948
H -4.8031 5.0429 -0.6223
H -4.1482 6.6736 -0.3650
C -1.4807 -5.5588 1.9234
C -1.3697 -6.6198 0.8728
O -2.0924 -6.5599 -0.3454
C -1.5979 -5.8906 -1.3636
O -0.5534 -5.2205 -1.4319
O -2.4274 -6.1293 -2.3597
C -2.2193 -5.4735 -3.6134
H -2.5595 -5.4041 1.9051
H -1.0245 -4.5931 1.7055
H -0.9662 -5.9246 2.8120
H -1.8566 -7.5303 1.2220
H -0.3329 -6.8975 0.6834
H -2.2223 -4.3925 -3.4734
H -3.0176 -5.6923 -4.3226
H -1.2739 -5.8351 -4.0178
C 2.6515 -5.0234 0.2042
C 2.9168 -3.5335 -0.0652
O 2.9616 -3.3767 -1.4791
C 3.0911 -2.2079 -2.0455
O 2.7947 -2.0308 -3.2567
O 3.5785 -1.2063 -1.2215
C 3.5000 0.1846 -1.7085
H 2.2895 -5.5607 -0.6725
H 1.9798 -5.1216 1.0569
H 3.5985 -5.4657 0.5137
H 3.8765 -3.1515 0.2829
H 2.1070 -2.8793 0.2577
H 2.6940 0.4944 -2.3737
H 4.4589 0.5282 -2.0964
H 3.3032 0.8155 -0.8417
C 1.5065 2.9697 -0.5784
C 0.0072 2.2282 -0.4675
O -0.0152 0.8434 -0.7543
C -0.9776 0.0688 -0.2944
O -2.0569 0.4375 0.1980
O -0.6851 -1.1512 -0.7622
C -1.6881 -2.2036 -0.9117
H 1.4002 4.0196 -0.3054
H 1.8662 2.9332 -1.6067
H 2.2585 2.5059 0.0600
H -0.7603 2.7567 -1.0330
H -0.3457 2.2281 0.5638
H -1.1048 -2.9200 -1.4901
H -2.5058 -1.9333 -1.5798
H -2.0255 -2.5733 0.0566
C -4.6770 0.1812 -3.2735
Br -3.9332 -1.3345 -4.3010
Br -6.3643 -0.3825 -2.2921
Br -4.9736 1.7603 -4.5295
H -3.8820 0.4556 -2.5801
C -1.8978 3.5608 2.7988
Br -3.4950 4.1388 3.7197
Br -0.5502 2.7862 4.0352
Br -0.9861 5.0033 1.7269
H -2.1479 2.7758 2.0852
*
```

- energy above the lowest of the compared OMol25 structures with the same formula, charge and spin (eV) = 3.0968
- HOMO energy (hartree) = -0.3688
- LUMO (Eh) = -0.044
- DFT total energy (a.u.) = -18692.527312
- orbital gap (Eh) = 0.3243

Mulliken population analysis, charges in e, atoms 1 to 99: C -0.45; C -0.42; C -0.04; C 0.22; C -0.51; C -0.53; N 0.98; O -0.59; O -0.56; H 0.39; H 0.38; H 0.33; H 0.41; H 0.37; C -0.53; C -0.71; C -0.12; C -0.48; C 0.18; C -0.83; N 1.12; O -0.38; O -0.59; H 0.45; H 0.46; H 0.62; H 0.35; H 0.42; C -1.23; C 0.28; O -0.34; C 0.77; O -0.59; O -0.35; C -0.67; H 0.39; H 0.27; H 0.36; H -0.05; H 0.32; H 0.30; H 0.24; H 0.30; C -1.02; C -0.35; O -0.26; C 0.61; O -0.58; O -0.19; C 0.15; H 0.29; H 0.35; H 0.29; H 0.34; H 0.36; H -0.35; H -0.02; H 0.36; C -1.71; C 1.17; O -0.30; C 0.78; O -0.47; O -0.36; C -0.49; H 0.30; H 0.41; H 0.45; H -0.07; H -0.28; H 0.08; H 0.28; H 0.27; C -0.29; C -0.57; O -0.32; C 0.83; O -0.55; O -0.35; C -0.52; H 0.10; H -0.05; H 0.36; H 0.29; H 0.44; H 0.16; H 0.21; H 0.33; C -1.10; C 0.56; O -0.33; C 0.66; O -0.65; O -0.26; C -0.75; H 0.31; H 0.14; H 0.39; H 0.46

***

Entry 2:
# C38H60O30

A cluster of 10 separate species, C38H60O30 in total in a non-equilibrium geometry (wB97M-V/def2-TZVPD, the OMol25 dataset).

Geometry as ORCA input:
```
! RIJCOSX wB97M-V def2-TZVPD def2/J DEFGRID3
* xyz 0 1
C -16.8559 18.4677 -13.0877
C -15.3918 18.2306 -13.0587
C -14.4511 19.1484 -12.2673
O -13.8416 18.2329 -11.3742
C -14.1687 16.9922 -11.6315
O -13.6618 16.0064 -11.0807
O -15.1154 16.9375 -12.5733
H -17.0068 19.4995 -13.4050
H -17.2931 18.4023 -12.0914
H -17.2460 17.9620 -13.9710
H -15.1681 18.3501 -14.1188
H -14.9446 19.9943 -11.7889
H -13.6668 19.5070 -12.9339
C -10.3456 7.0379 -17.8576
C -11.0014 8.3427 -17.9974
C -11.8187 8.8574 -16.8540
O -11.2940 10.1983 -16.5757
C -10.2671 10.3867 -17.3613
O -9.4851 11.3944 -17.2985
O -10.0200 9.3883 -18.1982
H -11.0630 6.2871 -18.1886
H -9.8575 6.8447 -16.9023
H -9.5259 6.9346 -18.5686
H -11.6293 8.2952 -18.8871
H -11.6989 8.3094 -15.9194
H -12.8745 8.7244 -17.0900
C -8.7419 20.2273 -18.8782
C -9.2376 21.3217 -17.9529
C -9.2726 20.8408 -16.4612
O -8.8463 22.0195 -15.8767
C -8.2922 22.9168 -16.7086
O -7.5893 23.8914 -16.4074
O -8.5471 22.5239 -17.9949
H -8.2341 20.5650 -19.7817
H -9.4739 19.4398 -19.0570
H -7.9840 19.6587 -18.3394
H -10.2731 21.5199 -18.2296
H -8.7185 19.9335 -16.2208
H -10.3120 20.5906 -16.2488
C -13.4807 17.3035 -17.8454
C -13.8023 18.4854 -18.7432
C -12.5960 19.3224 -19.1784
O -12.7633 19.5435 -20.6226
C -13.6923 18.8029 -21.0794
O -14.0436 18.7442 -22.2572
O -14.0533 17.9289 -20.0117
H -12.5659 16.7157 -17.9210
H -14.1622 16.4531 -17.8282
H -13.5929 17.7439 -16.8546
H -14.6804 19.0465 -18.4234
H -11.6340 18.8523 -18.9744
H -12.5050 20.3380 -18.7932
C -5.4024 10.6164 -12.8609
C -6.1922 11.0796 -14.1156
C -7.6889 11.1544 -13.9829
O -8.0062 12.3428 -14.4884
C -6.9129 13.0543 -14.6804
O -6.8630 14.2360 -14.9212
O -5.9038 12.4509 -14.2619
H -5.0794 9.5893 -13.0311
H -5.8132 10.7571 -11.8611
H -4.4633 11.1697 -12.8734
H -5.8238 10.4703 -14.9410
H -8.0244 11.0601 -12.9501
H -8.2935 10.3772 -14.4505
C -9.4577 14.0137 -11.3743
C -10.3653 12.8423 -10.9168
C -10.9880 12.1496 -12.0483
O -10.8472 10.8047 -11.6165
C -9.9461 10.5871 -10.7620
O -9.5618 9.4444 -10.3397
O -9.5611 11.8210 -10.2805
H -8.5890 13.6518 -11.9242
H -9.0255 14.5530 -10.5314
H -9.8871 14.8833 -11.8719
H -11.1964 13.0935 -10.2578
H -10.3570 12.1708 -12.9368
H -11.9997 12.4996 -12.2536
C -10.1025 17.5179 -9.5336
C -10.4603 17.7245 -11.0246
C -10.8089 19.2292 -11.4868
O -10.0215 19.2875 -12.6759
C -9.1560 18.2563 -12.7460
O -8.2779 18.0858 -13.6344
O -9.2586 17.5040 -11.6931
H -10.8459 17.7644 -8.7755
H -9.1856 18.0814 -9.3608
H -9.8331 16.4697 -9.4036
H -11.2435 17.0237 -11.3139
H -10.5224 20.0331 -10.8088
H -11.8797 19.2827 -11.6833
C -12.0387 15.7286 -14.3681
C -10.6683 15.3471 -14.9353
C -10.7149 14.2182 -15.9549
O -10.0532 14.7562 -17.1013
C -9.6630 16.0179 -16.8790
O -9.2378 16.7488 -17.7578
O -10.0627 16.4057 -15.6536
H -12.7412 15.7140 -15.2014
H -11.9180 16.7693 -14.0673
H -12.4325 15.1088 -13.5626
H -9.9455 15.0616 -14.1710
H -11.7599 14.0102 -16.1848
H -10.3426 13.2036 -15.8127
C -16.5206 16.1434 -16.4387
O -15.4869 15.3940 -15.7650
C -15.5395 14.0163 -15.9008
O -16.4368 13.4350 -16.4407
O -14.3434 13.5022 -15.5575
C -14.0031 12.0915 -15.6582
H -17.4784 15.6698 -16.2233
H -16.2091 16.1207 -17.4830
H -16.4050 17.1479 -16.0317
H -14.8527 11.4188 -15.7757
H -13.6337 11.7246 -14.7006
H -13.3285 11.9438 -16.5016
C -11.7719 14.1184 -20.2288
O -10.7524 15.1402 -20.3094
C -9.6123 14.9513 -21.0586
O -9.0968 13.8985 -21.3643
O -9.2028 16.1383 -21.4067
C -9.9144 17.3286 -21.2763
H -12.7228 14.5827 -19.9673
H -11.4693 13.4073 -19.4600
H -11.7490 13.7221 -21.2439
H -9.9108 17.4795 -20.1968
H -10.9398 17.3298 -21.6458
H -9.2764 18.1063 -21.6960
*
```

- energy above the lowest of the compared OMol25 structures with the same formula, charge and spin (eV) = 0.2477
- SMILES = C[C@H]1COC(=O)O1.C[C@H]1COC(=O)O1.C[C@H]1COC(=O)O1.C[C@H]1COC(=O)O1.C[C@H]1COC(=O)O1.C[C@H]1COC(=O)O1.C[C@H]1COC(=O)O1.C[C@H]1COC(=O)O1.COC(=O)OC.COC(=O)OC
- HOMO energy (hartree) = -0.3767
- LUMO (Eh) = -0.015
- DFT total energy (a.u.) = -3741.093227
- orbital gap (Eh) = 0.3619

Mulliken population analysis, charges in e, atoms 1 to 99: C -1.65; C 1.11; C -0.31; O -0.33; C 0.60; O -0.62; O -0.27; H 0.45; H 0.40; H 0.24; H -0.26; H 0.34; H 0.30; C -1.54; C 0.48; C -0.59; O -0.08; C 0.53; O -0.55; O -0.35; H 0.40; H 0.37; H 0.37; H 0.30; H 0.36; H 0.34; C -1.23; C 0.96; C -0.19; O -0.32; C 0.54; O -0.59; O -0.41; H 0.43; H 0.02; H 0.36; H 0.13; H 0.20; H 0.09; C -0.82; C 0.77; C 0.19; O -0.38; C 0.64; O -0.60; O -0.42; H 0.10; H -0.01; H 0.23; H 0.38; H -0.41; H 0.19; C -1.40; C 0.36; C -0.01; O 0.18; C 0.34; O -0.60; O -0.35; H 0.38; H 0.33; H 0.37; H 0.36; H -0.18; H 0.20; C -0.63; C 0.63; C 0.31; O -0.39; C 0.65; O -0.65; O -0.40; H -0.03; H 0.31; H -0.05; H 0.30; H -0.41; H 0.36; C -1.60; C 1.13; C 0.53; O -0.29; C 0.65; O -0.60; O -0.34; H 0.35; H 0.41; H 0.24; H -0.14; H 0.35; H -0.54; C -0.67; C 1.18; C 0.39; O -0.39; C 0.63; O -0.62; O -0.19; H -0.06

***

Number 1 is which compound?
C38H60Br6N2O22